ORCA calculation (the ωB97M-V functional and the def2-TZVPD basis) on 2 unconnected molecules or ions with the total composition C2H10NOS.

The geometry in XYZ format:
```
15
C2H10NOS, DFT the ωB97M-V functional and the def2-TZVPD basis
C 0.833 -0.376 0.765
C 1.215 0.993 1.271
S 2.160 1.815 -0.146
N -0.093 -0.402 -0.511
H 0.229 -0.959 1.558
H 1.583 -1.155 0.620
H 1.787 0.815 2.212
H 0.474 1.711 1.658
H 1.133 2.663 -0.209
H -0.858 0.238 -0.438
H -0.554 -1.316 -0.340
H 0.449 -0.510 -1.390
H -2.574 -0.433 -1.952
H -3.187 -1.857 -1.766
O -2.597 -1.224 -1.334
```

The LUMO energy is -3.53 eV. Its charge is +1. As for the multiplicity: 1. The value obtained for the HOMO energy is -13.395 eV.